Molecular formula: C15H9N3S5Tl
Method: DFT, ωB97M-V/def2-TZVPD

ORCA input file:
```
! RIJCOSX wB97M-V def2-TZVPD def2/J DEFGRID3
* xyz -1 1
Tl 4.649 -0.213 -1.416
S 9.322 0.002 4.802
C 8.371 0.014 3.473
S 6.637 0.007 3.544
C 6.260 -0.015 1.846
C 7.454 0.019 0.964
S 7.455 0.028 -0.716
S 8.969 0.046 1.833
S 4.649 -0.061 1.362
N -2.988 -0.354 0.378
C -4.352 -0.235 -0.054
C -5.535 -0.362 0.660
C -6.711 -0.175 -0.120
C -6.664 0.189 -1.441
C -5.438 0.359 -2.134
C -4.269 0.209 -1.390
N -2.949 0.322 -1.792
C -2.222 -0.022 -0.726
C -0.789 -0.013 -0.694
C -0.080 -0.318 0.461
C 1.339 -0.279 0.381
N 1.997 0.036 -0.730
C 1.303 0.319 -1.839
C -0.122 0.321 -1.863
H -2.740 0.214 1.173
H -5.533 0.231 1.545
H -7.664 -0.022 0.379
H -7.559 -0.007 -2.020
H -5.368 -0.236 -3.020
H -0.430 0.174 1.343
H 1.830 0.045 1.291
H 1.723 -0.105 -2.734
H -0.549 -0.118 -2.744
*
```

Output
E_HOMO, eV: -2.97
Calculated total energy, a.u.: -2904.64088
HOMO-LUMO gap, eV: 3.63

Molecular formula: C29H62N3O6
Method: DFT, ωB97M-V/def2-TZVPD

ORCA input file:
```
! RIJCOSX wB97M-V def2-TZVPD def2/J DEFGRID3
* xyz 1 1
C 1.094 -6.917 0.330
C 0.745 -6.885 -1.182
C 0.020 -5.548 -1.473
N -0.505 -5.351 -2.975
C -1.584 -6.421 -3.513
C -1.901 -6.317 -5.036
C -0.677 -6.365 -5.901
C 0.343 -5.356 -5.414
C 0.723 -5.397 -3.917
C -1.148 -3.981 -3.048
H 1.388 -7.924 0.628
H 0.155 -6.750 0.858
H 1.889 -6.213 0.576
H 0.175 -7.729 -1.569
H 1.638 -6.943 -1.805
H 0.766 -4.760 -1.371
H -0.851 -5.558 -0.818
H -1.168 -7.390 -3.239
H -2.467 -6.240 -2.899
H -2.620 -7.073 -5.351
H -2.429 -5.394 -5.275
H -0.275 -7.373 -6.000
H -0.990 -6.089 -6.907
H 1.290 -5.425 -5.950
H 0.008 -4.360 -5.706
H 1.116 -6.403 -3.770
H 1.464 -4.681 -3.561
H -1.894 -4.023 -2.254
H -1.590 -3.811 -4.029
H -0.501 -3.150 -2.767
C -13.630 2.844 -1.077
C -12.286 2.086 -1.183
C -11.391 2.706 -2.409
N -9.887 2.158 -2.510
C -9.385 3.107 -3.648
C -7.896 2.858 -4.008
C -6.908 2.785 -2.873
C -7.529 2.074 -1.590
C -9.082 2.349 -1.235
C -9.879 0.665 -2.999
H -13.469 3.917 -1.176
H -13.995 2.637 -0.071
H -14.342 2.566 -1.853
H -12.528 1.049 -1.415
H -11.779 2.172 -0.222
H -11.301 3.774 -2.215
H -11.871 2.510 -3.368
H -9.427 4.130 -3.276
H -10.011 2.975 -4.531
H -7.449 3.546 -4.726
H -7.838 1.940 -4.593
H -6.500 3.729 -2.511
H -6.023 2.306 -3.292
H -6.897 2.273 -0.724
H -7.377 0.997 -1.650
H -9.309 3.382 -0.970
H -9.522 1.766 -0.426
H -10.189 0.064 -2.144
H -8.877 0.303 -3.227
H -10.470 0.610 -3.912
C 6.853 -0.398 5.983
C 7.054 1.003 6.571
C 7.696 1.904 5.485
N 7.647 3.380 5.764
C 8.609 3.677 6.965
C 10.145 3.444 6.687
C 10.561 4.207 5.404
C 9.622 3.827 4.242
C 8.157 4.086 4.491
C 6.231 3.971 6.039
H 7.623 -0.952 5.446
H 6.039 -0.269 5.271
H 6.450 -1.109 6.704
H 7.855 0.956 7.309
H 6.161 1.489 6.963
H 7.132 1.921 4.552
H 8.758 1.690 5.368
H 8.120 3.115 7.761
H 8.399 4.725 7.176
H 10.563 2.438 6.710
H 10.774 3.835 7.486
H 11.567 3.946 5.075
H 10.621 5.252 5.706
H 9.842 2.871 3.768
H 9.876 4.404 3.353
H 7.457 4.093 3.656
H 8.100 5.145 4.743
H 6.209 5.048 5.872
H 5.982 3.664 7.054
H 5.587 3.463 5.322
O 3.228 2.835 0.074
C 2.073 2.350 0.463
O 2.196 1.210 0.938
O 1.006 3.023 0.399
H 3.629 1.968 0.172
O 9.105 2.881 -2.655
C 9.642 1.661 -2.468
O 9.172 0.980 -1.522
O 10.555 1.219 -3.217
H 8.534 2.598 -1.937
*
```

Output
E_HOMO, eV: -5.60
Calculated total energy, a.u.: -1757.34982
HOMO-LUMO gap, eV: 3.14

Molecular formula: C3H4F2O
Method: DFT, ωB97M-V/def2-TZVPD

ORCA input file:
```
! RIJCOSX wB97M-V def2-TZVPD def2/J DEFGRID3
* xyz 0 1
O 1.565 -0.206 -0.749
C 0.487 -0.102 -0.218
C 0.334 0.974 0.827
F 1.561 1.595 1.016
C -0.693 -0.992 -0.639
F -0.427 -1.423 -1.894
H -0.308 1.781 0.542
H -0.040 0.598 1.780
H -1.584 -0.377 -0.653
H -0.896 -1.848 -0.012
*
```

Output
Structure (SMILES): O=C(CF)CF
E_HOMO, eV: -10.42
Calculated total energy, a.u.: -391.64703
HOMO-LUMO gap, eV: 11.15